# C6H8BrIN

An isolated ion of composition C6H8BrIN and charge +1 in a non-equilibrium geometry (the ωB97M-V functional and the def2-TZVPD basis, OMol25).

Summary:
SMILES string: [NH3+][C@H]1C=C(Br)C=C[C@@H]1I
E_HOMO in eV: -13.0
Molar mass in g/mol: 300.9
Energy above the lowest of the compared OMol25 structures with the same formula, charge and spin in eV: 1.112
Total charge: +1

Positions of all 17 atoms, in Å:
N1 -0.090718 -1.176119 -0.761371
C1 0.429645 0.422502 -0.851758
C2 -0.852915 1.252929 -0.979133
C3 -1.314044 1.975550 0.035723
Br1 -2.969504 3.040941 -0.140250
C4 -0.756781 1.826661 1.393474
C5 0.430131 1.204965 1.603385
C6 1.285480 0.664597 0.566180
I1 3.066833 1.740315 -0.127354
H1 -0.895904 -1.555333 -1.446971
H2 -0.424860 -1.380725 0.203668
H3 0.788811 -1.684007 -0.954407
H4 1.123940 0.592404 -1.639313
H5 -1.265260 1.320370 -2.027321
H6 -1.224254 2.186336 2.355387
H7 0.801679 1.217820 2.612140
H8 1.890762 -0.215907 0.921903

Force components x, y, z for each atom (eV/Å):
-0.5614 -0.0479 -1.5154
-1.5182 -0.2010 3.6376
1.0594 -0.0080 -1.7828
-1.5925 0.1460 0.9389
1.6217 -0.9045 0.1100
0.7174 -0.0972 1.1867
-0.8184 1.4202 0.1871
-0.0226 -1.4813 -2.6311
-0.3386 0.4651 0.3615
2.3327 1.4572 1.6328
0.4277 0.3190 -0.7275
-0.7479 -0.2790 0.2403
0.1402 -0.7795 -1.0474
0.3347 -0.0290 1.3863
0.0016 -0.1393 -1.7058
0.1684 -0.2668 0.2577
-1.2040 0.4260 -0.5289

# C5H6S

An isolated molecule of C5H6S in a non-equilibrium geometry (the ωB97M-V functional and the def2-TZVPD basis, OMol25).

Summary:
E_HOMO (spin up / spin down) in eV: -6.4 / -6.4
Molar mass in g/mol: 98.2
Energy above the lowest of the compared OMol25 structures with the same formula, charge and spin in eV: 4.938

Positions of all 12 atoms, in Å:
C1 -0.883222 -1.712494 0.104393
C2 -0.832246 -0.289669 0.345531
C3 0.096802 0.799188 0.627091
C4 1.324562 0.642945 -0.386423
C5 -1.936712 -0.742798 -0.275114
S1 2.452158 -0.628705 0.078764
H1 -0.451193 -2.667483 0.163738
H2 -0.384866 1.820512 0.468282
H3 0.512867 0.801994 1.554186
H4 1.095583 0.667412 -1.516166
H5 1.801023 1.642346 -0.441526
H6 -2.794751 -0.333248 -0.722759

Force components x, y, z for each atom (eV/Å):
-3.2521 6.0527 -0.7667
1.6275 -1.6582 0.1867
-1.5209 1.7308 -3.6167
0.3393 1.2184 -1.7063
3.4090 -2.7483 1.1959
-0.3751 -0.5689 -0.0395
0.3376 -1.0021 0.0946
0.2214 -1.3406 0.1333
1.1811 -0.4138 2.6826
-0.7521 -0.8155 1.4831
-0.0904 -0.1952 1.0314
-1.1254 -0.2591 -0.6784